# 1
Density functional theory data (ωB97M-V/def2-TZVPD) for a 4-piece molecular cluster, C23H23F26IN4O6P overall at a distorted geometry.

Computed properties:
ΔE to the lowest compared entry with this formula, charge and spin, kcal per mole: 272.3

Structure (ORCA input):
```
! RIJCOSX wB97M-V def2-TZVPD def2/J DEFGRID3
* xyz 1 1
C 5.1920 -2.4453 1.6045
C 4.5263 -3.8179 0.9939
C 4.3842 -3.8454 -0.6412
C 3.5169 -2.5165 -1.1689
C 1.9870 -2.7385 -0.6230
N 1.1886 -3.9308 -1.1405
C -0.0822 -3.7309 -0.3435
N -1.2478 -4.7239 -0.4582
C -1.4377 -5.1966 0.9987
O -0.4707 -6.0205 1.4547
F -2.5578 -4.7476 1.8640
C -2.4723 -3.9919 -0.9616
O -3.0404 -4.4860 -2.0934
F -3.0609 -2.7617 -0.3541
N -0.1080 -2.5302 0.5944
N 1.1481 -1.9702 0.3879
P 1.7205 -0.4741 1.2409
O 0.7761 -0.2231 2.7218
I 1.1933 1.3698 -0.3738
H 4.4029 -1.5613 1.7397
H 6.0821 -2.0881 0.9326
H 5.5765 -2.6844 2.7037
H 5.1991 -4.7501 1.3065
H 3.4902 -3.9629 1.5475
H 5.3889 -3.9922 -1.2235
H 3.7083 -4.7947 -0.8972
H 3.4916 -2.4529 -2.3602
H 3.9708 -1.5164 -0.7258
H 1.4489 -4.6759 -1.8425
H 0.7415 0.7914 2.8301
C -5.2073 -8.3736 -5.4779
C -5.0131 -7.8297 -6.9008
C -3.8475 -8.4464 -7.6679
F -2.6593 -8.2090 -7.0690
F -3.7590 -7.9096 -8.9158
F -4.9149 -6.4754 -6.8545
F -6.1656 -8.0943 -7.5952
O -4.6597 -7.5763 -4.4253
C -3.2817 -7.8045 -4.1362
C -2.4116 -6.5667 -4.3785
F -2.4728 -6.1604 -5.6736
F -1.1029 -6.8271 -4.1175
F -2.8552 -8.8923 -4.8233
F -3.2330 -8.1519 -2.8223
H -6.2878 -8.3658 -5.2879
H -4.9228 -9.4287 -5.3861
H -3.9722 -9.5275 -7.7814
H -2.7297 -5.7319 -3.7487
C -0.3575 3.2952 5.8333
C 0.0697 3.3564 4.3596
C 0.5606 4.7230 3.8919
F -0.3988 5.6703 3.9872
F 0.9224 4.6779 2.5803
F -0.9442 2.9000 3.5787
F 1.0944 2.4594 4.1984
O -1.7615 3.4007 6.0807
C -2.2706 4.7301 6.1700
C -3.2995 5.0461 5.0795
F -2.7637 4.9199 3.8372
F -3.7440 6.3271 5.1794
F -1.2352 5.6047 6.1882
F -2.8548 4.8198 7.3947
H -0.0954 2.2916 6.1907
H 0.2249 3.9714 6.4707
H 1.4336 5.0504 4.4644
H -4.1606 4.3759 5.1439
C 0.9207 7.8295 1.1316
C 2.3792 7.6184 1.5632
C 3.1562 8.9016 1.8413
F 3.2565 9.6855 0.7448
F 4.4312 8.6153 2.2228
F 3.0125 6.8449 0.6431
F 2.3558 6.8779 2.7172
O 0.6716 7.7701 -0.2748
C 0.8749 8.9896 -0.9860
C 1.9848 8.8857 -2.0372
F 3.1779 8.5642 -1.4721
F 2.1683 10.0712 -2.6772
F 1.0796 9.9947 -0.0999
F -0.3104 9.2647 -1.5931
H 0.3508 6.9867 1.5422
H 0.4671 8.7149 1.5931
H 2.6932 9.4819 2.6450
H 1.7501 8.1230 -2.7842
*
```



# 2
Density functional theory data (ωB97M-V/def2-TZVPD) for C23H23IrN5O5 as an isolated structure.

Computed properties:
ΔE to the lowest compared entry with this formula, charge and spin, kcal per mole: 37.8

Structure (ORCA input):
```
! RIJCOSX wB97M-V def2-TZVPD def2/J DEFGRID3
* xyz 4 2
Ir 0.2518 0.0858 -0.6066
O -0.1291 3.7844 1.5995
C 0.0417 2.5383 1.3265
O -0.1415 2.0544 0.1912
C 0.4427 1.6660 2.4580
C 0.6103 1.9828 3.8009
C 0.8598 0.9204 4.6668
C 0.8800 -0.3916 4.1922
C 0.6964 -0.5799 2.8271
N 0.5318 0.4359 2.0085
C 0.5397 -1.8293 2.0201
O 0.6315 -3.0198 2.5219
O 0.2943 -1.7229 0.8096
H -0.4110 4.3244 0.8383
H 0.5367 2.9994 4.1647
H 1.0040 1.1101 5.7227
H 1.0202 -1.2085 4.8894
H 0.8355 -3.0486 3.4715
N -3.2050 0.7612 -2.5432
C -3.7816 -0.0365 -1.5807
C -2.7805 -0.4707 -0.7676
N -1.6072 0.0624 -1.2529
C -1.8899 0.8112 -2.3222
C -0.7399 1.4679 -2.8981
N 0.3957 1.2247 -2.2447
C 1.4016 1.9217 -2.8670
C 0.8484 2.5873 -3.9206
N -0.4927 2.2909 -3.9219
H -3.7156 1.2309 -3.2808
H -4.8428 -0.2222 -1.5520
H -2.8251 -1.0970 0.1063
H 2.4238 1.9122 -2.5291
H 1.2916 3.2386 -4.6559
H -1.1587 2.6466 -4.5960
C 2.8841 -7.0008 -4.8841
C 2.3013 -5.9005 -4.0609
C 1.1279 -6.0504 -3.3345
C 0.5399 -4.9985 -2.5376
C -0.7046 -5.3982 -1.8413
C 1.1686 -3.7312 -2.4889
C 0.5327 -2.6789 -1.7296
O 0.8922 -1.4822 -1.7381
C 2.3995 -3.5696 -3.1809
C 3.2340 -2.3474 -3.1474
C 2.9131 -4.6551 -3.9698
H 2.2710 -7.8979 -4.8536
H 3.8846 -7.2497 -4.5241
H 2.9860 -6.6813 -5.9232
H 0.6045 -7.0005 -3.3575
H -1.4254 -5.7511 -2.5892
H -1.1824 -4.6497 -1.2216
H -0.4904 -6.2803 -1.2257
H -0.3272 -2.9501 -1.1222
H 4.2776 -2.5894 -3.3429
H 3.1442 -1.7921 -2.2202
H 2.9079 -1.6863 -3.9639
H 3.8389 -4.4789 -4.5076
*
```



# 3
Density functional theory data (ωB97M-V/def2-TZVPD) for C23H23MnN4OS4Sb as an isolated structure at a distorted geometry.

Computed properties:
Energy, eV: -113429.1426

Structure (ORCA input):
```
! RIJCOSX wB97M-V def2-TZVPD def2/J DEFGRID3
* xyz 0 4
Mn 0.0619 -0.4116 0.1198
C 1.8648 3.4671 0.7175
C 1.8059 1.9816 0.5372
N 0.6309 1.4107 0.4267
N -0.4411 2.2382 0.4453
C -1.2762 2.1293 -0.5334
S -1.0464 0.9093 -1.7611
S -2.6108 3.2379 -0.4305
C -2.8830 3.6974 -2.1903
C -1.9171 4.7650 -2.5941
C -0.7562 4.4346 -3.2822
C 0.1492 5.4176 -3.6397
C -0.0999 6.7431 -3.3262
C -1.2602 7.0813 -2.6494
C -2.1587 6.0982 -2.2749
C 3.0243 1.2327 0.3944
C 4.2838 1.8279 0.5769
C 5.4467 1.1356 0.3376
C 5.3982 -0.1989 -0.0662
C 4.1905 -0.8198 -0.2483
C 2.9781 -0.1258 -0.0458
O 1.8641 -0.7428 -0.2818
H 0.8570 3.8494 0.8536
H 2.3009 3.9355 -0.1629
H 2.4672 3.7187 1.5852
H -3.9126 4.0475 -2.2094
H -2.7805 2.7841 -2.7744
H -0.5696 3.4017 -3.5420
H 1.0471 5.1530 -4.1785
H 0.6064 7.5079 -3.6110
H -1.4705 8.1150 -2.4240
H -3.0520 6.3671 -1.7309
H 4.3434 2.8443 0.9273
H 6.3965 1.6305 0.4710
H 6.3144 -0.7494 -0.2128
H 4.1268 -1.8536 -0.5567
S 0.0856 -0.8016 2.4293
C -1.6285 -1.0050 2.3214
S -2.1383 -0.6757 0.7054
C -2.4753 -1.3620 3.3414
C -2.0303 -1.6268 4.6487
N -1.6988 -1.8645 5.7212
C -3.8630 -1.4867 3.1318
N -4.9976 -1.5942 2.9969
C -0.8445 -4.9380 -0.2042
Sb 0.2724 -3.0938 -0.2278
C 1.7397 -3.7476 -1.6573
C 1.4933 -3.5837 1.4889
H -0.1329 -5.7487 -0.0955
H -1.3727 -5.0569 -1.1429
H -1.5575 -4.9706 0.6125
H 2.2426 -4.6156 -1.2454
H 2.4595 -2.9620 -1.8541
H 1.2523 -4.0178 -2.5873
H 2.0092 -4.5221 1.3021
H 0.8774 -3.6778 2.3810
H 2.2171 -2.7869 1.6475
*
```